Record 1
The following is a quantum chemistry calculation of C20H16N2O3 in the gas phase, from the Open Molecules 2025 dataset.

```
41
Properties=species:S:1:pos:R:3:forces:R:3
C 0.317050 3.489945 6.074419 2.59 -0.04 -0.74
N 0.073555 3.479021 4.598782 -1.78 1.48 0.16
C -0.679563 4.744378 4.133901 0.32 -1.84 1.15
C 0.537942 2.484867 3.683021 1.78 0.68 2.86
C 1.817335 1.869717 3.894193 -0.46 -2.50 -2.40
C 2.274707 0.750394 3.077913 -4.13 3.22 0.26
C 1.371023 0.473097 2.014113 1.74 -1.63 0.29
C 1.462326 -0.446983 0.909719 -1.50 1.34 -1.07
C 0.414842 -0.103761 0.036818 3.16 -2.05 3.60
C 0.071126 -0.930312 -1.069446 -3.33 2.24 -2.62
C -1.115005 -0.524746 -1.817157 0.26 -1.77 -1.13
C -1.507017 -1.184419 -3.036438 1.02 -2.19 1.72
C -0.755294 -2.317973 -3.453732 1.22 3.47 2.51
N -1.156936 -3.100124 -4.529835 0.94 -2.61 -0.86
C -1.452682 -2.714761 -5.785337 -2.21 5.62 -3.74
O -1.734004 -1.562363 -6.169765 0.56 -1.85 1.45
C -1.403067 -3.778826 -6.806503 0.52 -2.45 1.25
C -0.878410 -4.829628 -6.149202 -0.41 -0.07 -1.55
C -0.730833 -4.440088 -4.763229 1.65 -2.16 2.88
O -0.262983 -5.223266 -3.951698 -0.65 1.35 -0.23
C 0.526743 -2.439077 -2.855305 -0.37 -1.94 -2.08
C 0.904218 -1.865171 -1.638617 1.42 -0.82 -1.39
O -0.339853 0.874916 0.608578 -1.37 -0.36 -1.36
C 0.181647 1.169065 1.807673 2.49 -1.55 -1.32
C -0.227998 2.111084 2.625091 -2.49 2.85 0.50
H 1.338276 3.873460 6.185690 0.15 0.45 0.26
H -0.257655 4.153543 6.736345 -0.61 -0.27 -0.98
H 0.478164 2.534101 6.592315 -0.91 -0.30 -0.71
H -0.086336 5.637703 4.234516 0.78 0.28 0.10
H -0.950704 4.691876 3.073901 -0.27 -0.24 0.47
H -1.528202 4.916047 4.847624 0.32 -0.40 -1.05
H 2.517690 2.213249 4.580349 0.68 0.78 1.53
H 3.189778 0.259078 3.244193 0.91 -0.45 0.06
H 2.169383 -1.243727 0.768135 0.11 0.05 -0.04
H -1.776099 0.220825 -1.397073 0.19 0.16 -0.06
H -2.412839 -1.175703 -3.607020 -0.73 1.32 0.28
H -1.797776 -3.761429 -7.812103 0.23 0.59 0.10
H -0.564247 -5.862236 -6.414448 -0.51 1.04 -0.02
H 1.144317 -3.053746 -3.586901 0.06 0.50 2.02
H 1.938025 -2.081858 -1.270146 -1.17 0.32 -0.24
H -1.110646 2.693836 2.386667 -0.18 -0.25 0.14
```
Forces are in eV/Å.

The highest occupied orbital energy is -0.2603 Eh. Its SMILES is CN(C)c1ccc2cc(-c3ccc(N4C(=O)C=CC4=O)cc3)oc2c1. Its orbital gap is 6.340 eV. The value obtained for the LUMO energy is -0.742 eV. The calculation puts the relative energy (zero: lowest compared OMol25 entry of this formula, charge and spin) at 3.8018 eV. The value obtained for the total energy is -1106.84509 Ha.


Record 2
The following is a quantum chemistry calculation of C20H16N2O4 in the gas phase, from the Open Molecules 2025 dataset.

```
42
Properties=species:S:1:pos:R:3:forces:R:3
O -0.014085 1.625013 0.100570 -0.31 0.04 -0.30
C 0.970275 1.375512 0.766710 0.68 0.26 0.12
C 2.371065 1.337874 0.170378 -0.22 -0.16 -0.19
C 2.668126 -0.096288 -0.293324 0.35 0.05 0.14
N 1.572570 -0.583496 -1.118998 0.38 -0.01 0.14
C 1.593047 -0.216768 -2.456834 0.12 0.01 -0.16
O 2.546381 0.376397 -2.917911 -0.06 0.04 0.00
C 0.420112 -0.600000 -3.256417 -0.24 0.08 -0.59
C 0.371928 -0.284595 -4.598305 0.24 -0.04 0.56
C -0.747481 -0.622974 -5.364248 -0.31 -0.13 -0.08
C -1.813992 -1.264856 -4.790280 0.14 0.09 -0.10
C -1.803673 -1.599399 -3.420033 0.26 0.06 0.16
C -2.880756 -2.253615 -2.786594 -0.02 -0.05 0.19
C -2.830020 -2.556832 -1.450835 -0.21 -0.03 -0.27
C -1.704384 -2.225576 -0.691235 0.56 0.25 -0.04
C -0.629805 -1.589878 -1.276905 -0.60 -0.25 0.04
C -0.664137 -1.262593 -2.647133 -0.15 -0.05 -0.10
C 0.542324 -1.237479 -0.464990 -0.07 -0.26 0.18
O 0.633881 -1.511861 0.717050 -0.09 -0.04 -0.09
N 0.919575 1.079537 2.080988 -0.05 0.07 0.43
C -0.340750 0.869539 2.770584 -0.03 0.22 -0.02
C -0.312952 1.475889 4.131285 0.16 -0.86 0.31
C -0.006975 0.940425 5.349341 -0.18 0.12 -0.65
C -0.108348 1.998100 6.285475 -0.11 0.57 -0.12
C -0.463045 3.095915 5.565523 0.20 -0.21 0.88
O -0.587358 2.790765 4.265212 -0.10 0.14 -0.53
H 2.393053 1.999140 -0.696779 -0.02 0.01 0.11
H 3.121897 1.657223 0.892357 0.04 0.02 0.01
H 2.759465 -0.771717 0.559692 0.03 0.10 -0.18
H 3.579289 -0.116578 -0.893994 -0.14 -0.02 0.14
H 1.211966 0.228648 -5.041555 0.07 0.04 0.00
H -0.766727 -0.369664 -6.413594 -0.02 0.01 -0.07
H -2.681652 -1.522347 -5.380619 -0.07 -0.02 -0.07
H -3.750520 -2.509635 -3.374472 -0.09 -0.03 -0.04
H -3.661982 -3.053827 -0.974827 -0.07 -0.03 0.01
H -1.658566 -2.460782 0.361349 0.03 0.00 0.08
H 1.748548 0.746404 2.547013 0.00 0.06 -0.13
H -0.544090 -0.204560 2.845484 -0.07 0.15 0.01
H -1.108183 1.343021 2.152627 0.03 -0.16 0.10
H 0.249095 -0.078997 5.554214 0.03 -0.25 -0.04
H 0.058999 1.943727 7.341436 0.01 0.08 0.23
H -0.652114 4.111188 5.852595 -0.05 0.16 -0.07
```
Forces are in eV/Å.

The highest occupied orbital energy is -0.3171 Eh. Its SMILES is O=C(CCN1C(=O)c2cccc3cccc(c23)C1=O)NCc1ccco1. Its orbital gap is 7.920 eV. The value obtained for the LUMO energy is -0.709 eV. The calculation puts the relative energy (zero: lowest compared OMol25 entry of this formula, charge and spin) at 0.0000 eV. The value obtained for the total energy is -1182.28189 Ha.